No. 1
Formula: C21H27BrF19N3O5P
Source: the OMol25 dataset
Level of theory: ωB97M-V with the def2-TZVPD basis set

Structure (ORCA input):
```
! wB97M-V def2-TZVPD RIJCOSX def2/J DEFGRID3
* xyz -1 1
C 3.585 2.722 -0.733
C 2.652 2.590 0.479
F 3.074 3.651 1.273
P 0.724 2.552 0.113
Br 0.439 4.790 1.084
C 0.299 1.861 1.876
C 1.362 1.864 2.935
N 1.431 2.749 3.847
C 0.956 3.523 -1.575
C 1.131 2.753 -2.831
O 2.054 2.941 -3.611
C -1.191 2.547 -0.318
C -2.190 1.699 0.483
C -3.520 1.501 -0.302
C -4.533 2.610 -0.113
F -5.107 2.875 -1.328
F -4.001 3.773 0.308
C -5.722 2.276 0.854
F -5.541 2.826 2.062
F -6.868 2.800 0.361
F -5.930 0.959 0.990
C 1.036 0.804 -0.593
C -0.084 -0.006 -1.249
C 0.422 -1.203 -2.041
F -0.629 -1.625 -2.835
F 1.401 -0.859 -2.907
C 0.879 -2.425 -1.188
F 0.859 -2.197 0.133
F 2.169 -2.703 -1.511
C 0.119 -3.756 -1.445
F 0.214 -4.128 -2.735
F 0.783 -4.711 -0.735
C -1.387 -3.780 -1.017
F -1.755 -2.699 -0.313
F -2.133 -3.798 -2.139
C -1.816 -5.042 -0.215
F -1.443 -6.177 -0.838
F -3.173 -5.037 -0.236
C -1.405 -5.051 1.300
F -2.424 -4.565 2.029
F -0.342 -4.293 1.552
F -1.191 -6.306 1.701
H 3.677 3.749 -1.064
H 4.583 2.452 -0.383
H 3.372 2.082 -1.580
H 2.971 1.650 0.933
H -0.027 0.836 1.822
H -0.447 2.506 2.324
H 2.108 1.062 2.933
H 2.251 2.542 4.415
H 0.024 4.072 -1.734
H 1.647 4.352 -1.498
H 0.382 2.008 -3.158
H -1.494 3.572 -0.150
H -1.367 2.380 -1.381
H -2.474 2.241 1.383
H -1.888 0.706 0.797
H -3.928 0.533 -0.033
H -3.323 1.449 -1.368
H 1.318 0.221 0.283
H 1.933 0.704 -1.201
H -0.687 -0.463 -0.469
H -0.732 0.505 -1.950
C 5.139 -2.462 -3.094
N 5.295 -1.243 -2.255
O 4.295 -0.624 -1.990
O 6.422 -0.964 -1.899
H 4.088 -2.580 -3.330
H 5.731 -2.317 -3.992
H 5.510 -3.303 -2.516
C -1.315 -2.066 4.724
N -0.791 -1.261 3.588
O -1.123 -1.592 2.466
O -0.071 -0.330 3.860
H -1.940 -2.856 4.326
H -0.459 -2.469 5.256
H -1.884 -1.395 5.360
*
```

For the LUMO energy, the calculation gives 1.99 eV.

Let us look at the Löwdin charges, expressed in e, one per atom: atom 1 (C): -0.085, atom 2 (C): -0.468, atom 3 (F): -0.134, atom 4 (P): 0.565, atom 5 (Br): 0.295, atom 6 (C): -0.342, atom 7 (C): -0.362, atom 8 (N): 0.088, atom 9 (C): -0.314, atom 10 (C): -0.324, atom 11 (O): -0.005, atom 12 (C): -0.325, atom 13 (C): -0.215, atom 14 (C): -0.073, atom 15 (C): -0.426, atom 16 (F): 0.089, atom 17 (F): 0.130, atom 18 (C): -0.516, atom 19 (F): 0.160, atom 20 (F): 0.137, atom 21 (F): 0.147, atom 22 (C): -0.236, atom 23 (C): -0.117, atom 24 (C): -0.405, atom 25 (F): 0.087, atom 26 (F): 0.120, atom 27 (C): -0.334, atom 28 (F): 0.151, atom 29 (F): 0.128, atom 30 (C): -0.321, atom 31 (F): 0.161, atom 32 (F): 0.133, atom 33 (C): -0.342, atom 34 (F): 0.169, atom 35 (F): 0.156, atom 36 (C): -0.323, atom 37 (F): 0.161, atom 38 (F): 0.144, atom 39 (C): -0.524, atom 40 (F): 0.158, atom 41 (F): 0.177, atom 42 (F): 0.180, atom 43 (H): 0.075, atom 44 (H): 0.076, atom 45 (H): 0.045, atom 46 (H): 0.095, atom 47 (H): 0.035, atom 48 (H): 0.045, atom 49 (H): 0.101, atom 50 (H): 0.033, atom 51 (H): 0.065, atom 52 (H): 0.057, atom 53 (H): 0.108, atom 54 (H): 0.014, atom 55 (H): 0.061, atom 56 (H): 0.108, atom 57 (H): 0.076, atom 58 (H): 0.114, atom 59 (H): 0.120, atom 60 (H): 0.077, atom 61 (H): 0.066, atom 62 (H): 0.099, atom 63 (H): 0.107, atom 64 (C): 0.044, atom 65 (N): -0.447, atom 66 (O): 0.081, atom 67 (O): 0.058, atom 68 (H): 0.084, atom 69 (H): 0.097, atom 70 (H): 0.098, atom 71 (C): 0.054, atom 72 (N): -0.417, atom 73 (O): 0.058, atom 74 (O): 0.082, atom 75 (H): 0.084, atom 76 (H): 0.100, atom 77 (H): 0.101

***

No. 2
Formula: C26H34ClN4O3Si2V
Source: the OMol25 dataset
Level of theory: ωB97M-V with the def2-TZVPD basis set

Structure (ORCA input):
```
! wB97M-V def2-TZVPD RIJCOSX def2/J DEFGRID3
* xyz 2 1
V -0.945 0.033 0.063
O -3.837 2.694 0.362
C -2.746 2.255 0.175
N -2.246 1.091 0.826
C -3.204 0.569 1.810
C -2.546 -0.541 2.519
C -3.099 -1.147 3.632
C -2.407 -2.166 4.251
C -1.171 -2.551 3.733
C -0.692 -1.921 2.618
N -1.361 -0.916 2.005
C -1.693 2.866 -0.650
C -1.831 4.082 -1.262
C -0.691 4.667 -1.800
C 0.519 4.018 -1.650
C 0.552 2.775 -1.038
N -0.543 2.179 -0.579
H -3.487 1.361 2.499
H -4.117 0.232 1.324
H -4.059 -0.806 4.001
H -2.812 -2.655 5.127
H -0.586 -3.336 4.194
H 0.264 -2.200 2.208
H -2.802 4.561 -1.272
H -0.744 5.632 -2.288
H 1.441 4.460 -2.001
H 1.482 2.265 -0.883
C 1.206 2.209 1.930
Si 2.172 0.776 1.231
C 3.799 1.331 0.557
C 2.436 -0.353 2.682
C 1.152 -0.105 -0.193
C 0.819 -1.548 -0.002
C 1.677 -2.604 0.316
C 1.199 -3.897 0.225
C -0.143 -4.137 -0.086
C -0.978 -3.069 -0.281
N -0.482 -1.813 -0.267
Si 1.947 -0.320 -2.040
C 3.562 -1.199 -1.802
C 2.348 1.139 -3.109
C 0.794 -1.430 -2.971
H 1.626 2.423 2.919
H 0.151 1.969 2.074
H 1.269 3.127 1.343
H 4.248 2.019 1.283
H 3.725 1.861 -0.397
H 4.487 0.492 0.433
H 3.191 0.140 3.306
H 2.811 -1.356 2.468
H 1.529 -0.435 3.286
H 2.705 -2.398 0.567
H 1.868 -4.730 0.406
H -0.534 -5.143 -0.155
H -2.037 -3.171 -0.450
H 4.365 -0.503 -1.560
H 3.797 -1.641 -2.780
H 3.573 -2.015 -1.079
H 3.026 1.862 -2.647
H 1.478 1.656 -3.515
H 2.889 0.697 -3.958
H 0.798 -2.456 -2.585
H 1.144 -1.472 -4.009
H -0.233 -1.063 -2.985
Cl -4.760 1.077 -2.588
C -3.752 -0.364 -2.866
C -2.930 -0.563 -1.625
O -3.296 -1.190 -0.650
O -1.754 0.080 -1.591
H -3.133 -0.168 -3.733
H -4.401 -1.215 -3.022
*
```

For the LUMO energy (spin up / spin down), the calculation gives -8.04 / -8.05 eV.

Let us look at the Löwdin charges, expressed in e, one per atom: atom 1 (V): 1.101, atom 2 (O): 0.174, atom 3 (C): -0.422, atom 4 (N): -0.062, atom 5 (C): -0.102, atom 6 (C): -0.217, atom 7 (C): 0.031, atom 8 (C): 0.009, atom 9 (C): -0.004, atom 10 (C): -0.095, atom 11 (N): 0.075, atom 12 (C): -0.177, atom 13 (C): 0.062, atom 14 (C): 0.018, atom 15 (C): 0.007, atom 16 (C): -0.132, atom 17 (N): 0.069, atom 18 (H): 0.156, atom 19 (H): 0.150, atom 20 (H): 0.142, atom 21 (H): 0.133, atom 22 (H): 0.130, atom 23 (H): 0.094, atom 24 (H): 0.146, atom 25 (H): 0.134, atom 26 (H): 0.132, atom 27 (H): 0.056, atom 28 (C): -0.156, atom 29 (Si): 0.484, atom 30 (C): -0.154, atom 31 (C): -0.150, atom 32 (C): -0.269, atom 33 (C): -0.440, atom 34 (C): -0.043, atom 35 (C): 0.019, atom 36 (C): 0.004, atom 37 (C): -0.046, atom 38 (N): -0.047, atom 39 (Si): 0.531, atom 40 (C): -0.137, atom 41 (C): -0.161, atom 42 (C): -0.139, atom 43 (H): 0.061, atom 44 (H): 0.023, atom 45 (H): 0.041, atom 46 (H): 0.061, atom 47 (H): 0.031, atom 48 (H): 0.043, atom 49 (H): 0.063, atom 50 (H): 0.034, atom 51 (H): 0.035, atom 52 (H): 0.110, atom 53 (H): 0.138, atom 54 (H): 0.132, atom 55 (H): 0.132, atom 56 (H): 0.040, atom 57 (H): 0.067, atom 58 (H): 0.026, atom 59 (H): 0.040, atom 60 (H): 0.045, atom 61 (H): 0.063, atom 62 (H): 0.049, atom 63 (H): 0.065, atom 64 (H): 0.027, atom 65 (Cl): 0.678, atom 66 (C): -0.438, atom 67 (C): -0.602, atom 68 (O): 0.084, atom 69 (O): -0.140, atom 70 (H): 0.090, atom 71 (H): 0.098

***

No. 3
Formula: C3H6ClNO2
Source: the OMol25 dataset
Level of theory: ωB97M-V with the def2-TZVPD basis set

Structure (ORCA input):
```
! wB97M-V def2-TZVPD RIJCOSX def2/J DEFGRID3
* xyz 0 1
C -1.386 -0.672 0.025
C 0.121 -0.855 0.301
C 0.976 0.179 -0.422
H -1.719 -0.633 -1.030
H -1.693 0.356 0.399
H -1.970 -1.504 0.523
H 0.514 -1.904 -0.047
H 0.337 -0.770 1.375
H 0.849 0.125 -1.483
N 0.538 1.556 0.029
O 0.754 1.883 1.184
O -0.013 2.257 -0.788
Cl 2.691 -0.019 -0.066
*
```

The energy above the lowest of the compared OMol25 structures with the same formula, charge and spin is 73.0 kcal/mol. Its SMILES is CC[C@H](Cl)[N+](=O)[O-]. For the LUMO energy, the calculation gives -0.05 eV.

Let us look at the natural (NBO) charges, expressed in e, one per atom: atom 1 (C): -0.632, atom 2 (C): -0.431, atom 3 (C): -0.106, atom 4 (H): 0.220, atom 5 (H): 0.218, atom 6 (H): 0.232, atom 7 (H): 0.230, atom 8 (H): 0.238, atom 9 (H): 0.235, atom 10 (N): 0.509, atom 11 (O): -0.365, atom 12 (O): -0.357, atom 13 (Cl): 0.008

***

No. 4
Formula: C4H7FN2
Source: the OMol25 dataset
Level of theory: ωB97M-V with the def2-TZVPD basis set

Structure (ORCA input):
```
! wB97M-V def2-TZVPD RIJCOSX def2/J DEFGRID3
* xyz 0 1
C 1.259 -0.755 -1.508
C 0.143 -0.473 -0.573
C -0.339 1.126 1.341
C -1.567 0.748 1.753
H 1.570 0.170 -1.983
H 2.161 -1.097 -0.983
H -0.963 -1.739 -1.252
H 1.280 1.078 0.200
H 0.187 1.949 1.833
H -2.020 -0.113 1.291
H -2.056 1.233 2.572
N -0.968 -1.053 -0.488
N 0.374 0.668 0.241
F 0.938 -1.742 -2.443
*
```

The energy above the lowest of the compared OMol25 structures with the same formula, charge and spin is 14.9 kcal/mol. Its SMILES is [H]/N=C(\CF)NC=C. For the LUMO energy, the calculation gives 0.72 eV.

Let us look at the natural (NBO) charges, expressed in e, one per atom: atom 1 (C): -0.013, atom 2 (C): 0.382, atom 3 (C): -0.014, atom 4 (C): -0.476, atom 5 (H): 0.183, atom 6 (H): 0.187, atom 7 (H): 0.352, atom 8 (H): 0.383, atom 9 (H): 0.192, atom 10 (H): 0.236, atom 11 (H): 0.202, atom 12 (N): -0.659, atom 13 (N): -0.607, atom 14 (F): -0.349

***

| no. | E_tot (eV) |
| --- | --- |
| 1 | -167881.064 |
| 2 | -93570.361 |
| 3 | -21312.954 |
| 4 | -9958.137 |